# 1
ORCA calculation (ωB97M-V/def2-TZVPD) on an isolated molecule of C4H6N2OS.

Computed properties:
HOMO-LUMO gap, eV: 9.62
ΔE to the lowest compared entry with this formula, charge and spin, kcal/mol: 85.97
Electronic energy, hartree: -738.8677
Spin multiplicity: 1
E_HOMO, eV: -9.00

Each line ends with the Mulliken charge.
Geometry (Å):
C 1.528 -1.170 -0.746  -1.2397
S 0.255 1.273 -2.096  -0.2011
H 0.878 2.361 -1.680  0.1365
C -0.176 -0.421 1.199  -0.6928
H -0.125 -1.183 2.008  0.2749
H 1.172 -1.475 -1.706  0.3720
H 2.332 -0.564 -0.867  0.3527
H -2.675 1.451 1.809  0.4110
N -0.297 0.437 -0.830  0.4742
C 0.370 -0.421 -0.075  0.5790
H 1.706 -2.002 0.035  0.2768
C -1.354 0.266 1.051  0.6465
N -1.279 1.038 -0.020  -0.8377
O -2.334 0.411 1.920  -0.5522

# 2
ORCA calculation (ωB97M-V/def2-TZVPD) on a cluster of 2 separate species, C2H6N2O in total.

Computed properties:
HOMO-LUMO gap, eV: 10.57
ΔE to the lowest compared entry with this formula, charge and spin, kcal/mol: 50.94
Electronic energy, hartree: -264.5061
Spin multiplicity: 1
E_HOMO, eV: -9.72

Each line ends with the Mulliken charge.
Geometry (Å):
H 4.178 0.469 -0.873  0.2002
N -1.895 -1.151 0.711  -0.6147
O 4.385 0.661 1.101  -0.3748
C -2.319 -0.040 0.261  0.1442
H -2.194 -1.166 1.683  0.2594
H -1.995 -0.138 -1.774  0.2358
N -2.017 0.482 -0.972  -0.5064
H 3.536 -0.940 0.175  0.2187
C 4.033 0.043 0.141  -0.0448
H -2.575 1.287 -1.213  0.2532
H -3.136 0.491 0.759  0.2292

# 3
ORCA calculation (ωB97M-V/def2-TZVPD) on an isolated molecule of C5H5NO2.

Computed properties:
HOMO-LUMO gap, eV: 9.73
ΔE to the lowest compared entry with this formula, charge and spin, kcal/mol: 138.85
Electronic energy, hartree: -398.5572
Spin multiplicity: 1
E_HOMO, eV: -9.55

Each line ends with the Mulliken charge.
Geometry (Å):
H 2.351 -0.731 1.312  0.2504
C 0.021 1.088 -0.202  0.5188
C -1.547 1.442 -0.055  -0.2078
H 2.448 0.094 -0.380  0.2816
O 0.890 1.870 0.069  -0.5507
O -2.104 -0.798 0.061  -0.1433
C 0.283 -0.306 -0.053  0.3611
C 1.767 -0.763 0.141  -0.9183
H 1.853 -1.840 -0.582  0.2638
H -1.785 2.611 -0.148  0.3146
C -0.808 -1.046 -0.156  -0.3375
H -0.904 -2.053 -0.236  0.5101
N -2.465 0.431 0.228  -0.3429

# 4
ORCA calculation (ωB97M-V/def2-TZVPD) on a cluster of 2 separate species, C6H11NSi in total.

Computed properties:
HOMO-LUMO gap (alpha / beta), eV: 7.29 / 6.18
ΔE to the lowest compared entry with this formula, charge and spin, kcal/mol: 144.00
Electronic energy, hartree: -579.2195
Spin multiplicity: 1
E_HOMO (alpha / beta), eV: -7.43 / -6.84

Each line ends with the Mulliken charge.
Geometry (Å):
H -1.415 3.316 0.914  0.2084
H -0.065 -3.596 1.890  0.3352
H 0.364 2.170 0.330  0.3096
C 1.615 0.141 -1.028  0.4166
C 2.702 -0.576 -0.717  -0.7234
H -0.960 -0.339 0.142  -0.0125
C -0.342 -2.547 1.652  -0.9164
H 0.123 0.826 -2.372  0.2973
C -0.150 1.784 -0.538  -0.1617
H 2.655 -1.382 -0.085  0.2212
H -1.426 -2.406 2.094  0.2614
H 0.283 -1.871 2.094  0.2726
H 3.735 -0.470 -1.109  0.2432
H -0.956 -2.964 -0.768  -0.0918
N -1.396 2.264 -0.868  -0.3749
C 0.585 0.903 -1.364  -0.5882
H -2.940 3.430 -0.238  0.2756
Si -0.476 -1.726 -0.027  0.2884
C -1.938 3.043 -0.003  -0.2607

# 5
ORCA calculation (ωB97M-V/def2-TZVPD) on an isolated molecule of C3H5NO.

Computed properties:
HOMO-LUMO gap, eV: 10.81
ΔE to the lowest compared entry with this formula, charge and spin, kcal/mol: 8.40
Electronic energy, hartree: -247.2938
Spin multiplicity: 1
E_HOMO, eV: -9.83

Each line ends with the Mulliken charge.
Geometry (Å):
C 1.127 0.216 -0.092  0.3661
H -0.477 1.813 -0.329  0.2760
H -0.232 1.147 1.316  0.2017
H -1.414 -0.421 -1.052  0.2153
N 0.470 -0.984 -0.208  -0.1086
H 0.812 -1.932 -0.256  0.1812
H -1.497 -0.871 0.681  0.2642
C -0.198 0.928 0.244  -0.4158
O 2.283 0.530 -0.207  -0.6027
C -0.873 -0.425 -0.098  -0.3774

# 6
ORCA calculation (ωB97M-V/def2-TZVPD) on a structure of composition C36H64As3N2S2Se4Si2Zr.

Computed properties:
HOMO-LUMO gap, eV: 6.69
ΔE to the lowest compared entry with this formula, charge and spin, kcal/mol: 36.85
Total charge: +1
Electronic energy, hartree: -19255.0550
Spin multiplicity: 1
E_HOMO, eV: -9.68

Each line ends with the Mulliken charge.
Geometry (Å):
H -3.948 1.088 4.045  0.5021
C 2.527 5.737 -6.096  -0.7778
N 3.245 3.008 0.679  0.2895
C 0.408 0.565 4.050  -1.4044
H -4.896 0.057 -0.440  0.4142
H 3.225 6.358 -6.637  0.4099
H -1.848 -2.296 -5.165  0.4128
H -0.332 3.997 -6.559  0.4526
H -1.637 1.540 -3.737  0.0109
H -3.391 -1.689 -1.084  -0.1311
C 4.210 2.343 1.550  -1.0711
H -5.118 -1.203 3.939  0.5973
H 8.435 1.038 -1.508  0.4246
H 3.485 -0.407 -4.039  0.5005
H 3.998 3.286 -4.008  0.5330
C 2.936 -0.780 -3.180  -0.6152
C 2.158 2.332 -1.366  -1.3494
H -3.362 -2.845 -2.396  0.3651
C 2.718 5.503 -4.745  -0.1804
C 5.441 1.940 0.777  -0.0265
H -4.503 0.446 6.543  0.3008
C -2.976 0.600 4.086  -1.5020
C -5.093 -0.446 6.734  -1.1184
H -1.871 -2.529 3.120  0.4634
H -1.730 -2.509 6.649  0.3013
C 2.329 2.251 -0.019  -1.3552
H 2.358 5.353 -2.084  0.6445
C 1.816 4.712 -4.041  -0.2520
H 2.121 -1.868 3.130  0.3256
C -0.270 -1.282 -2.444  -0.3868
H 4.571 4.596 0.479  0.5616
C -2.274 1.044 -3.013  -0.4247
H 3.556 5.955 -4.231  0.4264
H 2.909 4.927 -0.022  0.5135
H 4.521 0.179 -0.008  0.2331
H -5.256 -0.525 7.808  0.3947
Se -1.440 -3.122 0.327  -0.2505
As -0.130 -0.762 2.671  2.1226
C 4.083 3.804 -1.464  -0.7123
C -4.283 0.938 -0.250  -1.5614
C 1.981 4.454 -2.570  -0.8533
H -6.067 -0.337 6.259  0.3339
H -2.038 -0.758 6.684  0.2460
H 1.002 4.217 -2.151  0.5336
H 6.408 -0.388 -1.483  0.4841
H -2.925 2.586 1.836  0.4803
H 1.487 0.702 3.956  0.4127
H -3.298 1.296 -3.266  0.6620
H 0.992 -2.190 4.468  0.4665
H -4.792 1.561 0.489  0.5445
H 3.027 -1.865 -3.203  0.5706
H -2.030 2.857 0.334  0.4398
C -4.133 -1.642 4.127  -2.1523
C 3.706 4.174 -0.033  -0.9042
C -2.450 -1.737 6.913  -1.0791
C 1.434 5.192 -6.751  -0.4815
S 0.697 1.644 -2.090  0.1930
Se 2.498 -1.578 0.101  -0.1661
H -0.132 -2.361 -2.621  0.5928
H -2.248 1.205 3.549  -0.3014
H -1.932 -0.603 -5.604  0.3626
C 7.603 1.283 -0.865  -0.4728
H -3.372 -1.450 -5.098  0.3754
H -2.600 -1.793 7.991  0.4148
H 0.006 3.583 -4.146  0.4414
C -3.055 -0.781 3.447  3.2529
Si 1.086 -0.292 -3.274  0.6107
C -1.732 -1.534 3.560  -1.4014
H 1.282 5.388 -7.802  0.4078
H 2.564 2.238 -3.986  0.5407
H -1.174 2.225 1.738  0.1244
Si -2.015 -0.855 -3.091  0.4605
C 0.834 0.322 -5.071  -1.1747
As -4.221 -2.101 6.096  0.3239
Se 1.891 -3.553 -1.018  -0.1726
Zr -0.041 -0.877 -0.208  -0.6196
H 4.834 3.012 -1.416  0.2816
C -3.501 -0.613 1.985  -2.2946
C 0.716 4.178 -4.703  0.0412
Se 0.448 -4.480 0.497  -0.2035
C 5.399 0.814 -0.038  0.5609
H 4.459 3.031 2.361  0.5331
H -1.490 -1.676 4.616  0.1176
H 0.590 -0.524 -5.699  0.5294
H -4.492 -0.147 2.005  0.7580
As -2.526 0.390 0.524  1.1788
H 0.013 1.024 -5.139  0.2111
H -4.137 -2.614 3.622  0.5486
H 0.181 0.176 5.046  0.4511
H -0.064 1.538 3.922  0.3469
C 6.464 0.492 -0.860  -0.8555
H -3.631 -1.613 1.543  0.5602
C -2.125 2.200 1.204  -1.1438
S 1.265 1.256 0.906  0.2504
H 1.707 0.796 -5.506  0.4994
C 1.089 -2.131 3.379  -1.3321
H -4.192 1.501 -1.175  0.3821
H 0.865 -3.113 2.956  0.2851
H 6.660 3.577 1.429  0.4874
C -2.308 -1.347 -4.913  -1.3198
C 0.525 4.415 -6.052  -0.7792
C 7.671 2.383 -0.025  -0.8014
H 3.437 -0.434 -2.279  -0.2701
H -4.388 -1.439 -2.518  0.4042
H 3.714 1.464 1.965  0.1811
N 2.901 3.300 -2.206  1.3241
C 3.404 2.604 -3.402  -1.7135
H 8.564 2.987 0.009  0.4182
H -2.662 0.532 5.122  0.1170
C 6.596 2.714 0.783  -0.2121
H 4.504 4.648 -2.009  0.3808
H 4.018 1.762 -3.085  0.2410
H -2.037 1.477 -2.039  -0.0701
C -3.418 -1.783 -2.171  -0.6702

- Which value of ΔE to the lowest compared entry with this formula, charge and spin does entry 3 give?
  138.85 kcal/mol